# 1
A structure of composition C32H23BF4NO7PSSn, computed with ωB97M-V/def2-TZVPD.

Geometry (Å):
Sn -1.396 -1.312 0.246
O -0.633 1.709 3.530
S -0.130 0.622 2.718
O -0.535 0.755 1.294
O -0.360 -0.715 3.225
C 1.664 0.812 2.774
C 2.177 1.628 3.779
C 3.544 1.744 3.959
C 4.416 1.043 3.134
C 3.905 0.251 2.121
C 2.529 0.129 1.923
P 1.842 -0.785 0.490
C 2.916 -2.263 0.375
C 4.175 -2.308 -0.225
C 4.889 -3.494 -0.280
C 4.352 -4.655 0.261
C 3.097 -4.627 0.850
C 2.381 -3.438 0.901
C 2.429 0.273 -0.877
C 2.429 -0.256 -2.170
C 2.704 0.549 -3.263
C 2.970 1.902 -3.088
C 2.953 2.440 -1.811
C 2.685 1.633 -0.713
H 1.480 2.161 4.411
H 3.927 2.381 4.746
H 5.488 1.123 3.272
H 4.582 -0.277 1.461
H 4.584 -1.410 -0.675
H 5.863 -3.517 -0.757
H 4.904 -5.586 0.206
H 2.653 -5.531 1.244
H 1.386 -3.427 1.332
H 2.163 -1.293 -2.328
H 2.671 0.120 -4.257
H 3.165 2.534 -3.945
H 3.133 3.498 -1.662
H 2.654 2.076 0.275
F -2.374 -4.086 -0.227
B -2.855 -5.399 -0.475
F -2.155 -6.308 0.347
F -2.651 -5.728 -1.827
F -4.232 -5.454 -0.176
O -0.449 -0.546 -3.765
C -0.684 -0.208 -2.621
O -0.345 -0.898 -1.566
C -1.301 1.139 -2.312
C -2.323 1.297 -1.360
C -2.711 2.603 -1.047
C -2.101 3.671 -1.680
C -1.114 3.524 -2.639
C -0.731 2.232 -2.952
N -2.536 5.033 -1.337
O -3.381 5.175 -0.474
O -2.031 5.969 -1.941
H -3.279 -0.562 -1.597
H -3.491 2.793 -0.328
H -0.671 4.386 -3.112
H 0.037 2.043 -3.691
C -2.975 0.091 -0.771
C -4.132 0.293 0.148
C -5.374 -0.277 -0.140
C -6.444 -0.157 0.735
C -6.301 0.549 1.921
C -5.071 1.117 2.226
C -3.997 0.985 1.359
H -5.493 -0.839 -1.059
H -7.390 -0.625 0.490
H -7.133 0.639 2.608
H -4.931 1.652 3.157
H -3.037 1.405 1.629

spin multiplicity	1
gap between HOMO and LUMO	6.4	eV
net charge	-2


# 2
A cluster of 3 separate species, C32H23ClNO7P in total at a distorted geometry, computed with ωB97M-V/def2-TZVPD.

Geometry (Å):
C 5.058 -8.737 -3.371
C 4.268 -7.649 -4.019
O 3.078 -7.524 -3.958
N 5.077 -6.726 -4.851
C 4.520 -6.722 -6.252
P 5.194 -5.195 -4.209
Cl 7.068 -4.838 -3.644
C 3.959 -4.792 -2.811
O 3.036 -4.180 -3.322
O 4.265 -5.215 -1.730
H 5.233 -9.495 -4.145
H 6.040 -8.394 -3.053
H 4.480 -9.199 -2.576
H 5.293 -6.361 -6.928
H 4.278 -7.751 -6.509
H 3.621 -6.111 -6.322
H 4.973 -4.335 -5.280
C -2.774 3.026 -2.260
C -2.268 3.172 -0.973
C -1.477 2.176 -0.426
C -1.201 1.026 -1.152
C -1.724 0.873 -2.437
C -2.502 1.881 -2.990
C -1.474 -0.372 -3.223
O -1.925 -0.499 -4.343
C -0.665 -1.445 -2.584
C -0.461 -2.637 -3.272
C 0.300 -3.645 -2.711
C 0.863 -3.469 -1.449
C 0.657 -2.292 -0.755
C -0.111 -1.275 -1.315
C -0.339 -0.027 -0.538
O 0.146 0.133 0.564
H -3.386 3.808 -2.692
H -2.490 4.060 -0.395
H -1.073 2.283 0.571
H -2.894 1.755 -3.990
H -0.907 -2.762 -4.249
H 0.456 -4.568 -3.250
H 1.466 -4.254 -1.014
H 1.090 -2.148 0.225
C -4.189 8.178 4.500
C -3.674 8.328 5.783
C -2.885 7.334 6.337
C -2.615 6.180 5.613
C -3.148 6.021 4.332
C -3.927 7.028 3.776
C -2.908 4.775 3.548
O -3.362 4.642 2.430
C -2.096 3.700 4.184
C -1.903 2.509 3.499
C -1.136 1.501 4.057
C -0.555 1.683 5.307
C -0.751 2.865 6.002
C -1.527 3.875 5.447
C -1.747 5.129 6.222
O -1.243 5.292 7.313
H -4.799 8.960 4.068
H -3.888 9.224 6.351
H -2.474 7.441 7.331
H -4.326 6.898 2.780
H -2.357 2.374 2.526
H -0.987 0.576 3.516
H 0.050 0.898 5.741
H -0.307 3.015 6.976

spin multiplicity	1
gap between HOMO and LUMO	8.2	eV


# 3
A structure of composition C32H24BaCl3N4O3 at a distorted geometry, computed with ωB97M-V/def2-TZVPD.

Geometry (Å):
Ba -0.126 0.087 0.141
O 0.614 -0.526 2.359
C 1.030 -1.433 3.158
C 1.147 -1.202 4.557
C 1.554 -2.199 5.416
C 1.905 -3.474 4.959
C 1.861 -3.707 3.596
C 1.443 -2.736 2.683
C 1.593 -3.117 1.246
N 1.243 -2.437 0.230
C 1.603 -2.848 -1.140
C 2.273 -1.681 -1.920
N 1.301 -0.610 -2.219
C 1.109 -0.180 -3.404
C 0.052 0.769 -3.884
C 0.151 1.128 -5.232
C -0.782 1.941 -5.849
C -1.866 2.395 -5.084
C -2.021 2.061 -3.758
C -1.067 1.243 -3.092
O -1.179 0.888 -1.880
H 0.896 -0.210 4.914
H 1.614 -1.981 6.478
H 2.228 -4.247 5.643
H 2.169 -4.674 3.207
H 2.106 -4.082 1.097
H 0.699 -3.130 -1.687
H 2.276 -3.716 -1.124
H 2.724 -2.073 -2.843
H 3.074 -1.291 -1.287
H 1.754 -0.552 -4.217
H 0.995 0.748 -5.801
H -0.680 2.212 -6.891
H -2.614 3.032 -5.547
H -2.857 2.425 -3.175
C -2.711 -0.370 4.292
C -3.421 -1.548 4.149
C -3.607 -2.082 2.886
C -3.064 -1.404 1.801
N -2.378 -0.273 1.943
C -2.186 0.238 3.160
C -3.233 -1.936 0.388
C -4.388 -2.612 0.009
C -4.498 -3.047 -1.300
C -3.469 -2.793 -2.192
C -2.353 -2.109 -1.734
N -2.239 -1.712 -0.468
H -2.537 0.073 5.263
H -3.816 -2.054 5.022
H -4.135 -3.015 2.744
H -1.602 1.149 3.216
H -5.190 -2.760 0.719
H -5.391 -3.564 -1.628
H -3.529 -3.098 -3.228
H -1.533 -1.853 -2.398
Cl -0.868 7.816 2.807
C -0.671 6.164 2.236
C -1.695 5.553 1.536
C -1.530 4.256 1.091
Cl -2.869 3.510 0.234
C -0.357 3.490 1.296
O -0.214 2.289 0.879
C 0.635 4.180 2.034
Cl 2.142 3.359 2.394
C 0.503 5.478 2.493
H -2.618 6.081 1.338
H 1.310 5.940 3.045

spin multiplicity	1
gap between HOMO and LUMO	6.8	eV
net charge	-1


Quick rundown of HOMO energy, same order as above: -2.53 -9.08 -4.58 eV
Quick rundown of molecular weight, same order as above: 802.09 599.96 756.26 g/mol